This record from the OMol25 dataset describes a 4-piece molecular cluster, C27H40Br2N2O13S3 overall in a non-equilibrium geometry. The level of theory is ωB97M-V with the def2-TZVPD basis set.

Last columns: bonded neighbours and bond lengths (Å).
Cartesian coordinates (Å):
1 C 3.48190 -0.44993 -3.35955  C2 1.607, H27 1.130, H28 1.134, H29 1.125
2 C 2.18289 0.49342 -3.44074  C1 1.607, C3 1.586, H30 1.131, H31 1.122
3 C 1.04937 -0.16606 -4.33328  C2 1.586, O4 1.216, O5 1.391
4 O 0.67745 0.48914 -5.28756  C3 1.216
5 O 0.57923 -1.43941 -4.02886  C3 1.391, C6 1.438
6 C -0.84211 -1.55763 -4.21483  O5 1.438, C7 1.609, H32 1.128, H33 1.121
7 C -1.55783 -2.10196 -2.88038  C6 1.609, C8 1.588, H34 1.132, H35 1.121
8 C -1.60966 -0.85967 -1.89300  C7 1.588, C9 1.470, C26 1.518
9 C -2.78291 0.01799 -1.77650  C8 1.470, C10 1.541, C15 1.538
10 C -4.03879 -0.29241 -2.61444  C9 1.541, Br11 1.982, C12 1.363
11 Br -5.05155 -1.92600 -2.13031  C10 1.982
12 C -4.50950 0.43205 -3.66930  C10 1.363, C13 1.577, Br14 1.958
13 C -5.80295 0.03442 -4.48003  C12 1.577, H36 1.121, H37 1.130, H38 1.129
14 Br -3.55928 2.03586 -4.26936  C12 1.958
15 C -2.66727 1.20721 -0.80823  C9 1.538, C16 1.569, C20 1.470
16 C -3.84719 2.22762 -0.64222  C15 1.569, S17 1.876, H39 1.127, H40 1.133
17 S -3.32032 3.87691 -1.36384  C16 1.876, O18 1.476, O19 1.473, H41 1.390
18 O -1.99725 3.78166 -2.01066  S17 1.476
19 O -3.35841 4.90045 -0.30588  S17 1.473
20 C -1.45433 1.43068 -0.00842  C15 1.470, S21 1.840, C22 1.504
21 S -1.33601 2.84233 1.16510  C20 1.840, H42 1.388
22 C -0.23889 0.54991 -0.11001  C20 1.504, N23 1.364, C26 1.529
23 N 0.97222 0.61865 0.51412  C22 1.364, S24 1.690
24 S 1.93510 -0.65626 -0.03813  N23 1.690, N25 1.665
25 N 0.83434 -1.31864 -1.09799  S24 1.665, C26 1.370
26 C -0.34030 -0.61385 -1.09682  C8 1.518, C22 1.529, N25 1.370
27 H 3.92711 -0.41128 -2.32147  C1 1.130
28 H 4.30600 -0.08078 -4.04564  C1 1.134
29 H 3.26400 -1.50630 -3.68085  C1 1.125
30 H 2.54587 1.44197 -3.93786  C2 1.131
31 H 1.81411 0.80069 -2.42645  C2 1.122
32 H -1.02128 -2.30967 -5.03668  C6 1.128
33 H -1.36280 -0.59787 -4.47075  C6 1.121
34 H -0.93201 -2.91375 -2.40054  C7 1.132
35 H -2.59545 -2.47479 -3.08459  C7 1.121
36 H -6.71854 -0.00702 -3.83375  C13 1.121
37 H -5.64834 -1.00173 -4.90479  C13 1.130
38 H -5.95407 0.71823 -5.36552  C13 1.129
39 H -4.04866 2.31136 0.46363  C16 1.127
40 H -4.80554 1.87898 -1.13584  C16 1.133
41 H -4.23865 4.13015 -2.37660  S17 1.390
42 H -0.05162 3.30139 0.90885  S21 1.388
43 C 4.19518 -7.22303 3.28240  C44 1.516, H50 1.092, H51 1.091, H52 1.091
44 C 5.09878 -6.25192 2.54938  C43 1.516, O45 1.433, H53 1.091, H54 1.093
45 O 4.46593 -5.73919 1.37015  C44 1.433, C46 1.337
46 C 3.53733 -4.79877 1.57555  O45 1.337, O47 1.206, O48 1.340
47 O 3.20668 -4.34343 2.64218  C46 1.206
48 O 3.02001 -4.45689 0.38763  C46 1.340, C49 1.429
49 C 1.93678 -3.52951 0.47427  O48 1.429, H55 1.094, H56 1.092, H57 1.086
50 H 3.85945 -8.01558 2.60985  C43 1.092
51 H 4.71824 -7.67274 4.12797  C43 1.091
52 H 3.30040 -6.72495 3.65908  C43 1.091
53 H 5.99755 -6.77320 2.21626  C44 1.091
54 H 5.42278 -5.43342 3.19698  C44 1.093
55 H 2.21882 -2.64076 1.04578  C49 1.094
56 H 1.06599 -4.01406 0.92166  C49 1.092
57 H 1.67867 -3.22355 -0.53478  C49 1.086
58 C -2.40770 -5.15076 5.52392  C59 1.516, H65 1.092, H66 1.091, H67 1.091
59 C -3.29247 -3.99775 5.09404  C58 1.516, O60 1.433, H68 1.091, H69 1.093
60 O -2.53603 -2.79152 4.93411  C59 1.433, C61 1.338
61 C -1.80413 -2.71270 3.81707  O60 1.338, O62 1.206, O63 1.339
62 O -1.74160 -3.54387 2.94513  C61 1.206
63 O -1.13399 -1.55331 3.83910  C61 1.339, C64 1.427
64 C -0.22953 -1.38904 2.74776  O63 1.427, H70 1.092, H71 1.092, H72 1.089
65 H -1.84568 -4.88741 6.42275  C58 1.092
66 H -3.00596 -6.04056 5.72716  C58 1.091
67 H -1.67670 -5.39857 4.75270  C58 1.091
68 H -4.03196 -3.79835 5.87121  C59 1.091
69 H -3.84230 -4.22943 4.17836  C59 1.093
70 H -0.73614 -1.52751 1.79071  C64 1.092
71 H 0.60424 -2.08711 2.84701  C64 1.092
72 H 0.16122 -0.37370 2.78698  C64 1.089
73 C -0.06582 7.04732 -0.02501  C74 1.515, H80 1.092, H81 1.091, H82 1.091
74 C 0.42809 8.25416 0.74659  C73 1.515, O75 1.434, H83 1.091, H84 1.093
75 O 1.59776 7.94043 1.51540  C74 1.434, C76 1.337
76 C 2.73827 7.85426 0.82352  O75 1.337, O77 1.205, O78 1.342
77 O 2.86956 8.03024 -0.36145  C76 1.205
78 O 3.71819 7.51874 1.67621  C76 1.342, C79 1.427
79 C 4.97868 7.29070 1.04844  O78 1.427, H85 1.091, H86 1.091, H87 1.089
80 H -0.22233 6.20055 0.64707  C73 1.092
81 H -1.00318 7.27222 -0.53565  C73 1.091
82 H 0.66261 6.72881 -0.77252  C73 1.091
83 H -0.33637 8.56625 1.45984  C74 1.091
84 H 0.61970 9.10481 0.08774  C74 1.093
85 H 5.27499 8.14164 0.43418  C79 1.091
86 H 4.93729 6.38031 0.44877  C79 1.091
87 H 5.72063 7.15613 1.83449  C79 1.089

Output
* structure (SMILES): CCC(=O)OCCc1c(/C(Br)=C(/C)Br)c(C[SH](=O)=O)c(S)c2nsnc12.CCOC(=O)OC.CCOC(=O)OC.CCOC(=O)OC
* multiplicity: 1
* LUMO energy: -0.0593 hartree
* net charge: 0
* molecular weight: 856.627 g/mol
* E_HOMO: -0.3161 Ha